Formula: C5H6O
Source: the OMol25 dataset
Level of theory: ωB97M-V/def2-TZVPD

```
12
Properties=species:S:1:pos:R:3:forces:R:3:lowdin_charge:R:1
C 2.375867 -0.304653 0.384171 0.094 -0.087 0.054 -0.101
C 1.100157 0.348024 0.105520 -0.447 -0.069 0.154 -0.076
C -0.061109 0.660023 0.074340 0.438 0.018 0.001 -0.054
C -1.522230 0.703773 0.134909 -0.019 0.038 0.141 -0.162
C -1.977134 -0.389109 -0.815123 -0.056 -0.369 -0.005 -0.272
O -2.235194 -1.512395 -0.464955 -0.036 0.535 -0.167 0.061
H 2.578963 -0.221734 1.456257 0.129 0.038 -0.159 0.081
H 3.232900 0.073812 -0.178405 -0.209 0.036 0.050 0.073
H 2.244846 -1.368377 0.164234 0.190 0.088 -0.032 0.083
H -1.955180 1.676984 -0.130303 0.164 -0.204 0.004 0.116
H -1.805437 0.429292 1.154406 -0.191 0.092 -0.102 0.124
H -1.976452 -0.095645 -1.885048 -0.057 -0.116 0.061 0.127
```
Forces are in eV/Å.

Values from the calculation:
Calculated total energy in eV: -7327.408
HOMO level in eV: -9.513
Structure (SMILES): CC#CCC=O
Strongest force on any atom in eV Å⁻¹: 0.56
Spin multiplicity: 1
Gap between HOMO and LUMO in hartree: 0.385
Energy relative to the best compared isomer or geometry (same formula, charge and spin) in kJ/mol: 181.1